ORCA calculation (ωB97M-V/def2-TZVPD) on a cluster of 3 separate species, C6H17N3 in total at a distorted geometry.

XYZ file:
```
26
Properties=species:S:1:pos:R:3:forces:R:3
C -2.2132 -0.7880 -1.2794 -0.02 -0.01 0.31
C -1.8482 -2.1568 0.7324 -0.02 0.24 -0.17
C 1.6244 2.7489 0.2939 -0.13 -0.11 0.04
N -1.4117 -1.0638 -0.1062 -0.37 0.30 0.28
C 0.7552 1.6064 -0.2185 -0.03 0.15 -0.54
N 0.0658 1.6937 -1.3162 0.18 -0.02 0.29
H 0.1587 2.6162 -1.7299 0.06 -0.03 0.09
H -1.2020 -2.2243 1.6082 -0.03 -0.01 0.01
H -1.8082 0.0993 -1.7652 -0.03 -0.06 -0.03
H -2.1650 -1.6431 -1.9628 0.01 0.01 -0.03
H -3.2702 -0.6174 -1.0323 0.00 -0.01 -0.06
H -1.7761 -3.0994 0.1793 0.00 -0.02 0.00
H -2.8892 -2.0462 1.0667 0.03 -0.06 0.02
H 1.3127 3.0637 1.2921 0.01 -0.02 -0.02
H 1.5598 3.6083 -0.3717 -0.04 -0.06 0.00
H 2.6713 2.4431 0.3592 -0.05 -0.03 0.01
C 0.7469 -1.1790 -0.8252 0.87 0.86 0.54
C 1.6438 0.2320 1.5774 0.20 -0.09 -0.09
N 0.7077 0.4562 0.5016 -0.13 -1.06 -0.44
H -1.0699 -0.2410 0.3974 -0.33 -0.33 -0.24
H 1.3646 -0.6846 2.1013 0.01 0.05 0.01
H 0.3046 -2.1543 -0.9894 -0.34 0.18 0.28
H 0.6724 -0.5006 -1.6644 0.05 -0.02 0.00
H 1.7360 -1.3180 -0.4048 0.22 0.17 -0.16
H 2.6865 0.1084 1.2395 -0.06 0.01 0.01
H 1.6432 1.0404 2.3170 -0.07 -0.03 -0.09
```
Forces are in eV/Å.

As for the HOMO-LUMO gap: 8.106 eV. The calculation puts the total energy at -402.9199 a.u. The largest force on an atom is 1.34 eV/A. As for the HOMO energy: -7.6 eV. The value obtained for the energy relative to the best compared isomer or geometry (same formula, charge and spin) is 405.02 kJ/mol. The lowest unoccupied orbital energy is 0.5 eV.

---

ORCA calculation (ωB97M-V/def2-TZVPD) on a structure of composition C21H18BrF5N3O5ReSTe.

XYZ file:
```
56
Properties=species:S:1:pos:R:3:forces:R:3
Re 0.4436 -1.7150 0.5890 0.10 -0.03 -0.03
C -3.5772 4.2690 -4.0950 0.00 0.00 0.00
C -3.1203 3.3717 -2.9817 -0.01 0.00 0.00
C -1.9262 3.6256 -2.3070 0.01 0.00 0.00
C -1.4884 2.7911 -1.2944 0.00 0.00 -0.01
C -2.2604 1.6868 -0.9556 0.00 -0.01 -0.01
C -3.4584 1.4131 -1.6032 0.00 0.00 0.01
C -3.8788 2.2611 -2.6121 0.00 0.01 0.00
S -1.6992 0.6127 0.2989 -0.01 -0.07 -0.02
O -0.9066 1.3430 1.2558 0.01 -0.01 0.01
O -2.7948 -0.1843 0.7840 -0.01 0.05 0.00
N -0.6287 -0.4041 -0.4642 -0.04 0.07 0.01
C -0.7909 -0.7367 -1.8824 -0.01 -0.01 0.02
C 0.3591 -1.6544 -2.2767 -0.01 -0.02 -0.01
O 0.6975 -1.8539 -3.3995 0.00 0.00 0.00
O 0.9534 -2.2364 -1.2073 0.00 0.00 0.03
H -3.1484 5.2652 -4.0031 0.00 0.00 0.00
H -4.6625 4.3572 -4.1090 0.00 0.00 0.00
H -3.2678 3.8604 -5.0591 0.00 0.00 0.00
H -1.3400 4.4963 -2.5722 0.00 0.00 0.00
H -0.5735 2.9991 -0.7553 0.00 0.00 0.00
H -4.0534 0.5606 -1.3039 0.00 0.00 0.00
H -4.8160 2.0643 -3.1172 0.00 0.00 0.00
H -0.7713 0.1496 -2.5161 0.00 0.00 0.00
H -1.7280 -1.2701 -2.0767 0.00 0.01 -0.01
Br 6.5601 0.8328 -2.6257 0.00 0.00 0.00
C 5.1274 0.4538 -1.4683 0.00 0.00 0.00
C 5.3844 -0.0916 -0.2198 0.00 0.00 0.00
C 4.3280 -0.3735 0.6320 0.00 0.01 -0.01
C 3.0348 -0.0999 0.2160 0.01 -0.01 0.01
C 2.7721 0.4328 -1.0368 0.00 0.01 0.00
C 3.8277 0.7175 -1.8828 0.00 0.00 0.00
N 1.9304 -0.3915 1.0911 -0.04 0.03 -0.01
C 1.8831 0.1089 2.2726 0.00 0.00 0.01
C 0.7515 -0.2307 3.1232 0.00 -0.01 -0.01
C 0.5471 0.3089 4.3705 0.00 0.00 0.00
C -0.6198 -0.0289 5.0534 0.00 0.01 0.00
C -1.5265 -0.8810 4.4578 0.00 0.00 0.00
C -1.2505 -1.3946 3.1965 0.00 0.01 0.00
N -0.1297 -1.0850 2.5521 -0.01 0.00 0.06
H 6.3998 -0.3063 0.0809 0.00 0.00 0.00
H 4.5106 -0.8315 1.5961 0.00 0.00 0.00
H 1.7533 0.6420 -1.3363 0.00 0.00 0.00
H 3.6448 1.1376 -2.8614 0.00 0.00 0.00
H 2.6565 0.7908 2.6111 0.00 0.00 0.00
H 1.2726 0.9894 4.7939 0.00 0.00 0.00
H -0.8150 0.3836 6.0336 0.00 0.00 0.00
H -2.4496 -1.1547 4.9471 0.00 0.00 0.00
H -1.9427 -2.0500 2.6878 0.00 0.00 0.00
F -0.9741 -3.3602 0.5420 -0.01 0.04 0.00
Te 0.2065 -4.7595 1.3711 0.07 -0.12 0.03
F -1.2298 -5.8740 1.1752 0.03 -0.01 0.00
F 0.7038 -5.2857 -0.3137 0.01 0.00 -0.02
F 1.2659 -6.0109 2.1676 -0.05 -0.03 -0.02
F -0.5598 -4.3130 2.9989 -0.02 0.05 0.01
O 1.3743 -3.3478 1.4382 -0.02 0.02 -0.03
```
Forces are in eV/Å.

As for the HOMO-LUMO gap (spin up / spin down): 7.201 / 6.524 eV. The calculation puts the total energy at -5169.1794 a.u. The spin multiplicity is 4. The largest force on an atom is 0.14 eV/A. As for the HOMO energy (spin up / spin down): -11.9 / -11.9 eV. The charge is +1. The value obtained for the energy relative to the best compared isomer or geometry (same formula, charge and spin) is 0.00 kJ/mol. Its expectation value of S² is 3.7692. The lowest unoccupied orbital energy (spin up / spin down) is -4.6 / -5.4 eV.

---

ORCA calculation (ωB97M-V/def2-TZVPD) on a structure of composition C26H46HfO2P2 at a distorted geometry.

XYZ file:
```
77
Properties=species:S:1:pos:R:3:forces:R:3
Hf -1.5361 0.7571 -1.8090 0.76 0.49 3.04
C 0.1168 -0.2171 1.1056 1.28 0.54 -0.94
C 0.8618 0.2689 0.0125 -0.82 1.21 1.35
C -0.8595 1.7822 0.4580 0.67 -0.17 -0.10
C -0.9412 0.6773 1.3456 0.10 1.13 -0.44
C 0.2110 1.4914 -0.5001 -0.23 -0.82 0.26
C 0.6814 -1.1198 2.1463 -0.06 -0.55 0.31
H 1.5031 -1.7355 1.7803 -0.12 0.00 -0.08
H -0.0561 -1.7845 2.6082 0.09 0.11 -0.12
H 1.1047 -0.4929 2.9470 -0.13 -0.17 -0.13
C -1.7369 0.7090 2.5868 -0.25 -0.19 0.47
H -1.2742 0.0885 3.3559 -0.13 -0.01 -0.06
H -2.7727 0.3697 2.4804 0.19 0.01 -0.06
H -1.7757 1.7281 2.9676 -0.13 0.05 0.04
C -1.0938 3.1948 0.9449 -0.79 0.16 -0.33
H -0.7166 3.2985 1.9809 -0.26 -0.05 -0.51
H -2.1427 3.4948 0.9018 -0.03 0.00 0.32
H -0.5658 3.9264 0.3315 -0.01 -0.12 0.07
C 0.9445 2.6231 -1.1655 0.64 0.25 0.37
H 1.2432 3.3458 -0.3844 -0.03 -0.13 -0.51
H 0.3399 3.1601 -1.8990 -0.13 0.26 -0.10
H 1.8563 2.3133 -1.6805 -0.10 -0.08 0.05
C 2.2697 -0.0344 -0.2429 0.81 -0.68 -0.92
H 2.9491 0.5582 0.3795 -0.29 0.02 0.24
H 2.5406 0.1759 -1.2798 0.17 0.06 0.63
H 2.4780 -1.0902 -0.0825 0.22 0.17 0.14
C 0.8000 -3.6181 -1.8292 0.11 0.64 -0.12
C 1.9676 -3.0330 -1.4468 0.71 -1.69 0.83
C 3.1845 -2.8764 -2.3404 0.46 1.95 -0.58
C 2.9653 -2.1598 -3.7258 0.32 -1.09 -0.20
C 2.4608 -0.7889 -3.4719 -1.60 0.36 0.27
C 1.2536 -0.4899 -2.9322 -0.51 1.49 0.38
C 0.0353 -1.2878 -2.4499 0.24 -1.41 0.00
C 0.0048 -2.8426 -2.8382 0.01 0.38 -1.41
H 3.7118 -3.8594 -2.4722 -0.84 0.70 0.15
H 2.2477 -2.7115 -4.3548 0.41 0.01 0.27
H 3.8928 -2.2423 -1.7721 -0.05 -0.27 -0.33
H 0.4399 -2.9241 -3.8652 -0.68 0.14 0.86
H 0.4047 -4.5886 -1.4941 -0.43 1.13 1.18
H 2.2422 -2.9463 -0.3790 0.19 -1.60 -0.41
H -1.0402 -3.2070 -2.8826 0.55 0.21 0.01
H -0.0217 -1.2007 -1.3152 0.01 -0.41 -1.25
H 1.0938 0.5845 -2.5419 0.54 -1.31 -1.30
H -0.9463 -0.8282 -2.8882 1.02 -1.07 -0.65
H 3.9129 -2.1264 -4.3040 -0.53 -0.04 0.48
H 3.1646 0.0250 -3.6738 -0.35 -0.06 0.28
P -1.1117 -1.7883 -5.6381 -0.21 -0.44 -2.55
P -1.0491 1.3246 -4.9468 0.39 1.62 -2.93
C -0.9529 -0.6254 -7.1050 0.26 -0.29 0.69
C -1.4830 0.7410 -6.7495 -0.74 -0.71 0.30
H -1.4744 -1.0644 -7.9658 0.14 0.17 0.16
H 0.1140 -0.5758 -7.3548 -0.17 0.09 0.04
H -1.0797 1.4836 -7.4605 -0.14 -0.03 0.78
H -2.5722 0.7895 -6.8358 0.01 -0.11 0.04
C -1.7201 2.9863 -5.4394 -0.37 0.56 0.73
H -1.3188 3.7702 -4.7815 -0.28 -0.08 -0.13
H -2.8185 2.9613 -5.3582 0.33 0.19 0.02
H -1.4661 3.2575 -6.4843 0.00 -0.34 0.73
C 0.6934 1.6992 -5.4840 0.64 -0.16 0.85
H 0.7537 1.9831 -6.5498 -0.38 -0.15 0.56
H 1.3479 0.8382 -5.3086 -0.13 0.25 -0.08
H 1.0646 2.5433 -4.8923 0.11 -0.16 -0.02
C -2.7707 -2.4456 -6.1401 -0.33 -0.02 0.48
H -3.0510 -3.2601 -5.4601 -0.07 0.11 -0.21
H -2.7604 -2.8244 -7.1770 0.06 0.21 0.49
H -3.5332 -1.6595 -6.0530 0.11 -0.20 -0.01
C -0.1173 -3.1419 -6.4631 0.19 -0.28 0.50
H 0.6676 -2.7226 -7.1065 -0.19 -0.07 0.26
H -0.7622 -3.7920 -7.0713 0.19 0.28 0.17
H 0.3603 -3.7734 -5.7071 0.01 -0.07 -0.23
C -4.7193 -0.1014 0.4884 -0.27 -0.44 0.59
C -3.5093 0.2070 -0.2892 0.56 0.18 -1.58
O -2.6723 -0.7229 -0.7284 -0.79 2.08 0.07
O -3.2684 1.4305 -0.6768 -0.22 -2.05 -0.72
H -4.9777 -1.1619 0.4754 0.28 0.10 -0.10
H -5.5535 0.4723 0.0983 -0.03 0.19 -0.12
H -4.5998 0.1978 1.5364 0.03 0.04 -0.25
```
Forces are in eV/Å.

As for the HOMO-LUMO gap: 5.877 eV. The calculation puts the total energy at -1898.7636 a.u. The largest force on an atom is 3.37 eV/A. As for the HOMO energy: -13.2 eV. The charge is +2. The value obtained for the energy relative to the best compared isomer or geometry (same formula, charge and spin) is 511.09 kJ/mol. The lowest unoccupied orbital energy is -7.3 eV.

---

ORCA calculation (ωB97M-V/def2-TZVPD) on an isolated molecule of C5H8S at a distorted geometry.

XYZ file:
```
14
Properties=species:S:1:pos:R:3:forces:R:3
S -2.2824 0.1559 -0.5879 0.78 -0.10 -0.16
C -0.7737 0.3336 0.5708 -4.17 -6.39 4.42
C 0.0645 1.3954 0.3487 3.48 0.54 -5.65
C 1.0313 1.0013 -0.6748 -2.17 1.39 3.89
C 1.1719 -0.5121 -0.8189 -1.13 -2.89 1.38
C 0.2750 -0.8743 0.5285 -1.22 0.69 -0.52
H -2.7074 -1.0650 -0.1602 0.30 0.53 0.04
H -1.4940 0.2010 1.6428 2.77 0.88 -2.58
H -0.3664 2.3497 0.4406 0.47 1.66 0.24
H 1.6080 1.8532 -0.9830 0.66 -0.36 -0.96
H 0.7870 -1.1543 -1.7360 -0.11 2.20 1.44
H 2.1309 -1.1154 -0.7292 -0.38 1.82 0.26
H 0.8246 -0.7470 1.4877 0.24 0.03 -0.91
H -0.2692 -1.8220 0.6709 0.47 0.01 -0.88
```
Forces are in eV/Å.

As for the HOMO-LUMO gap: 9.192 eV. The calculation puts the total energy at -593.3741 a.u. The largest force on an atom is 8.82 eV/A. As for the HOMO energy: -8.7 eV. The value obtained for the energy relative to the best compared isomer or geometry (same formula, charge and spin) is 299.60 kJ/mol. As for the SMILES: S[C@@H]1C=CCC1. The lowest unoccupied orbital energy is 0.5 eV.

---

ORCA calculation (ωB97M-V/def2-TZVPD) on a cluster of 2 separate species, C4H12O in total.

XYZ file:
```
17
Properties=species:S:1:pos:R:3:forces:R:3
C 1.6985 -1.9164 0.8598 -0.91 -0.11 0.06
C 0.4423 -1.1780 1.2682 0.02 -0.23 0.17
O 0.8370 0.0628 1.8419 -0.32 0.05 0.19
H 2.3039 -2.0132 1.7429 0.65 0.21 0.21
H 2.1833 -1.3893 0.0488 0.39 -0.05 -0.04
H 1.4466 -2.9365 0.5763 -0.03 -0.01 -0.35
H -0.2349 -1.0065 0.4359 -0.04 0.05 -0.39
H -0.1111 -1.7972 1.9814 0.00 0.10 0.21
H 0.0433 0.4861 2.1939 0.25 0.00 -0.06
C -0.5867 1.8301 -0.9446 0.63 0.36 0.25
C -1.5975 1.0905 -1.8064 -0.10 -0.29 0.21
H -0.5198 2.8959 -1.1717 -0.27 0.01 -0.06
H -0.7526 1.7606 0.1327 -0.28 -0.14 -0.10
H 0.4340 1.4624 -1.0802 -0.11 -0.15 -0.16
H -2.6210 1.1751 -1.4325 0.08 0.21 -0.02
H -1.3798 0.0182 -1.8126 0.01 0.09 -0.13
H -1.5857 1.4552 -2.8337 0.03 -0.10 0.00
```
Forces are in eV/Å.

As for the HOMO-LUMO gap: 11.257 eV. The calculation puts the total energy at -234.8157 a.u. The largest force on an atom is 0.92 eV/A. As for the HOMO energy: -10.3 eV. The value obtained for the energy relative to the best compared isomer or geometry (same formula, charge and spin) is 44.45 kJ/mol. As for the SMILES: CCO.CC. The lowest unoccupied orbital energy is 0.9 eV.